(1)
C36H38BMgN6O2P as an isolated structure. Source: the Open Molecules 2025 dataset; level of theory: the ωB97M-V functional and the def2-TZVPD basis.

Last column: Löwdin charge in e.
CARTESIAN COORDINATES (ANGSTROEM)
Mg 0.2701 -0.5845 0.0767  0.492
N 1.9959 -0.3619 2.1098  0.068
C 1.8411 0.3088 3.3490  -0.303
C 2.9012 0.4230 4.2475  -0.037
C 2.7394 1.1067 5.4413  -0.086
C 1.5192 1.6892 5.7592  -0.090
C 0.4695 1.5974 4.8605  -0.080
C 0.6111 0.9186 3.6513  -0.307
P -0.6706 0.8824 2.3532  1.104
C -1.8297 -0.4368 2.8771  -0.387
C -1.6673 -1.2052 4.0214  -0.074
C -2.5660 -2.2261 4.3122  -0.071
C -3.6310 -2.4829 3.4626  -0.082
C -3.7983 -1.7196 2.3120  -0.075
C -2.8989 -0.7059 2.0167  -0.106
C -1.6606 2.3817 2.6997  -0.361
C -2.7925 2.3971 3.5113  -0.086
C -3.4745 3.5863 3.7364  -0.078
C -3.0373 4.7675 3.1510  -0.085
C -1.9141 4.7604 2.3348  -0.079
C -1.2344 3.5725 2.1091  -0.095
H 2.9272 -0.7295 1.9781  0.091
H 1.3339 -1.1377 2.0211  0.040
H 3.8551 -0.0349 4.0052  0.108
H 3.5705 1.1768 6.1325  0.103
H 1.3924 2.2200 6.6942  0.101
H -0.4740 2.0799 5.0878  0.105
H -0.8299 -1.0179 4.6830  0.104
H -2.4248 -2.8297 5.2007  0.105
H -4.3244 -3.2840 3.6884  0.102
H -4.6253 -1.9193 1.6411  0.105
H -3.0251 -0.1160 1.1138  0.103
H -3.1449 1.4812 3.9680  0.105
H -4.3548 3.5884 4.3681  0.104
H -3.5771 5.6907 3.3233  0.102
H -1.5774 5.6760 1.8635  0.104
H -0.3654 3.5645 1.4587  0.101
O -0.7694 -4.2048 1.4839  0.087
C -0.5324 -3.2299 0.8057  -0.557
O 0.0557 -2.1321 1.1757  -0.153
C -0.8917 -3.2481 -0.6800  -0.155
C -1.5398 -4.3703 -1.2346  0.019
C -1.7287 -4.4085 -2.5803  0.009
C -1.2878 -3.3289 -3.3841  -0.148
C -1.4206 -3.3254 -4.7944  -0.033
C -1.0053 -2.2522 -5.5258  -0.072
C -0.4528 -1.1246 -4.8755  -0.059
C -0.3024 -1.1043 -3.5196  -0.017
C -0.7002 -2.2200 -2.7408  -0.183
N -0.5018 -2.2070 -1.3827  0.134
H -1.8465 -5.1628 -0.5680  0.121
H -2.2102 -5.2571 -3.0549  0.121
H -1.8627 -4.1893 -5.2780  0.114
H -1.1078 -2.2528 -6.6043  0.105
H -0.1642 -0.2611 -5.4619  0.101
H 0.0882 -0.2344 -3.0098  0.082
C 2.1406 2.1465 -4.0771  -0.148
C 1.6802 2.7288 -2.7617  -0.161
N 1.7543 1.7062 -1.7192  0.103
C 2.3483 0.4840 -1.8384  -0.371
N 2.0584 -0.4490 -0.9588  -0.003
C 2.8412 -1.6852 -0.9977  -0.212
C 3.2132 -2.0782 -2.4149  -0.151
C 3.9588 -0.9223 -3.0450  -0.143
N 3.2043 0.3167 -2.8819  -0.029
C 3.4351 1.3956 -3.8372  -0.140
H 2.2776 2.9376 -4.8129  0.122
H 1.3884 1.4492 -4.4554  0.107
H 0.6532 3.0877 -2.8274  0.087
H 2.3178 3.5722 -2.4906  0.120
H 1.0311 1.7474 -1.0206  0.096
H 2.2556 -2.4784 -0.5258  0.108
H 3.7576 -1.5724 -0.4038  0.118
H 2.3051 -2.2889 -2.9845  0.111
H 3.8409 -2.9696 -2.4210  0.120
H 4.0996 -1.0882 -4.1131  0.120
H 4.9514 -0.8249 -2.5937  0.128
H 3.7988 0.9428 -4.7574  0.119
H 4.2116 2.0822 -3.4788  0.131
B -2.0142 2.5784 -2.4869  -0.416
C -1.4808 1.4746 -1.5029  -0.195
N -0.9941 0.6598 -0.8416  0.069
H -1.6617 2.2372 -3.6044  0.010
H -3.2219 2.6159 -2.3855  0.007
H -1.4981 3.6303 -2.1528  0.008

Its multiplicity is 1. As for the HOMO-LUMO gap: 8.18 eV. The calculation puts the electronic energy at -2440.16937 Ha. Its HOMO energy is -8.319 eV. The energy above the lowest of the compared OMol25 structures with the same formula, charge and spin comes out at 0.0 kJ/mol. As for the LUMO energy: -0.0050 hartree.

***

(2)
A 2-piece molecular cluster, C36H38F6N3O overall. Source: the Open Molecules 2025 dataset; level of theory: the ωB97M-V functional and the def2-TZVPD basis.

Last column: Löwdin charge in e.
CARTESIAN COORDINATES (ANGSTROEM)
C 4.3621 5.3644 -0.2230  -0.032
N 4.4379 3.9738 -0.6179  -0.093
C 5.7823 3.4247 -0.7181  -0.036
C 6.3274 3.6249 -2.0994  -0.529
F 7.6298 3.2436 -2.2380  0.139
F 5.5821 2.9147 -3.0133  0.118
F 6.2363 4.9417 -2.4798  0.122
C 3.3270 3.1924 -0.6396  -0.169
C 3.4013 1.7939 -0.9094  0.015
C 2.2795 1.0006 -0.8152  0.004
C 0.9890 1.5446 -0.5299  -0.174
C -0.1458 0.6895 -0.5475  0.072
C -1.4730 1.1887 -0.6534  -0.250
C -2.3667 0.6103 -1.6041  0.007
C -3.4890 1.3091 -1.9756  0.007
C -3.8119 2.5260 -1.3230  -0.210
N -4.6405 3.4348 -1.9345  -0.147
C -4.5503 3.6396 -3.3621  -0.039
C -5.8413 3.9285 -1.2735  -0.032
C -5.6673 5.3313 -0.7612  -0.532
F -6.8286 6.0480 -0.7419  0.129
F -5.1737 5.3230 0.5254  0.095
F -4.7671 6.0385 -1.5164  0.115
C -3.1426 2.8715 -0.1191  0.037
C -1.9614 2.2304 0.1909  -0.034
C 0.9203 2.9687 -0.3551  0.025
C 2.0455 3.7596 -0.4053  0.018
H 3.7431 5.4839 0.6786  0.102
H 5.3689 5.7353 -0.0022  0.102
H 3.9189 5.9901 -1.0139  0.113
H 6.4375 3.9750 -0.0329  0.152
H 5.7957 2.3536 -0.5157  0.134
H 4.3431 1.3305 -1.1797  0.109
H 2.3799 -0.0692 -1.0070  0.118
H 0.0230 -0.3510 -0.8150  0.102
H -2.1008 -0.3431 -2.0742  0.137
H -4.1390 0.9628 -2.7798  0.129
H -3.5263 3.4229 -3.6974  0.107
H -5.2452 2.9865 -3.9067  0.096
H -4.7752 4.6870 -3.5875  0.097
H -6.6557 3.9457 -2.0071  0.149
H -6.0812 3.2899 -0.4148  0.155
H -3.4903 3.7300 0.4500  0.117
H -1.3776 2.5282 1.0640  0.132
H -0.0297 3.4688 -0.1941  0.107
H 1.9551 4.8377 -0.2563  0.113
O -0.0559 -3.5025 -0.6564  -0.005
C 0.1363 -3.7277 0.7333  -0.377
C -0.1693 -5.2180 0.9658  -0.183
C -0.1618 -6.0818 -0.1236  -0.009
C -0.2419 -7.4665 0.0885  -0.064
C -0.3903 -7.9818 1.3754  -0.084
C -0.4816 -7.1075 2.4651  -0.070
C -0.3697 -5.7254 2.2650  -0.061
C 1.5951 -3.4015 1.1235  -0.115
C 2.1222 -2.1405 0.8442  -0.044
C 3.4080 -1.7893 1.2846  -0.073
C 4.1881 -2.7309 1.9676  -0.085
C 3.7008 -4.0248 2.1606  -0.058
C 2.4085 -4.3608 1.7368  -0.002
C -0.8150 -2.8496 1.5489  -0.270
C -2.2713 -3.3270 1.4786  -0.113
C -3.0880 -2.0795 1.8147  -0.142
C -2.1455 -0.8971 1.5695  -0.184
N -0.8663 -1.4582 1.1031  -0.019
H -0.2552 -2.5578 -0.8045  0.084
H -0.0667 -5.6762 -1.1302  0.119
H -0.1645 -8.1255 -0.7748  0.106
H -0.4440 -9.0621 1.5361  0.107
H -0.6154 -7.4978 3.4754  0.107
H -0.3965 -5.0481 3.1262  0.123
H 1.5143 -1.4144 0.3064  0.060
H 3.7973 -0.7868 1.0913  0.090
H 5.1843 -2.4610 2.3258  0.105
H 4.3055 -4.7893 2.6537  0.111
H 2.0349 -5.3688 1.9066  0.113
H -0.4654 -2.8650 2.6000  0.163
H -2.4894 -3.6576 0.4488  0.135
H -2.4444 -4.1671 2.1529  0.113
H -3.9807 -2.0130 1.1844  0.110
H -3.3962 -2.0745 2.8655  0.112
H -2.5662 -0.2363 0.8106  0.075
H -1.9915 -0.2817 2.4707  0.124
H -0.0682 -0.9275 1.4416  0.102

Its multiplicity is 1. As for the HOMO-LUMO gap: 5.93 eV. The calculation puts the electronic energy at -2233.07161 Ha. Its HOMO energy is -10.810 eV. The energy above the lowest of the compared OMol25 structures with the same formula, charge and spin comes out at 0.0 kJ/mol. The total charge is +1. As for the LUMO energy: -0.1793 hartree.